Entry 1:
# C12H7N2O5Sm

A molecular structure, C12H7N2O5Sm at a distorted geometry (ωB97M-V with the def2-TZVPD basis set, the Open Molecules 2025 dataset).

Its charge is +2. The expectation value of S² is 8.838. The HOMO energy (alpha / beta) is -15.6 / -15.6 eV. As for the multiplicity: 6. For the HOMO-LUMO gap (alpha / beta), the calculation gives 6.36 / 6.57 eV.

Geometry as XYZ:
```
27
C12H7N2O5Sm, DFT ωB97M-V with the def2-TZVPD basis set
O 0.23 -0.36 -7.44
C 0.40 -0.36 -6.31
Sm -0.43 -0.36 -1.60
O 2.44 -0.39 -3.91
C 1.50 -0.37 -3.24
C -2.93 -0.42 -1.08
O -4.03 -0.41 -0.73
C -0.72 -2.85 -2.09
O -0.79 -3.98 -2.28
C -0.75 2.09 -2.15
O -0.87 3.21 -2.34
H -1.38 -0.41 -3.43
N 1.70 -1.33 2.20
C 1.39 -1.51 0.89
N 0.53 -0.54 0.49
C 0.24 0.28 1.59
C -0.65 1.40 1.65
C -0.73 2.04 2.90
C 0.03 1.55 3.99
C 0.89 0.44 3.90
C 0.98 -0.19 2.66
H 2.35 -1.92 2.72
H 1.74 -2.30 0.20
H -1.21 1.71 0.75
H -1.38 2.91 3.04
H -0.05 2.06 4.94
H 1.51 0.00 4.69
```

Entry 2:
# C3H6N

2 unconnected molecules or ions with the total composition C3H6N at a distorted geometry (ωB97M-V with the def2-TZVPD basis set, the Open Molecules 2025 dataset).

Its charge is +1. The HOMO energy is -12.2 eV. For the HOMO-LUMO gap, the calculation gives 5.69 eV.

Geometry as XYZ:
```
10
C3H6N, DFT ωB97M-V with the def2-TZVPD basis set
C -2.28 2.16 -2.04
C -0.77 -0.43 -1.06
C -0.19 0.03 0.15
N 0.90 -1.06 0.82
H -2.73 1.28 -2.55
H -0.67 0.46 0.98
H 0.43 0.90 -0.34
H 0.24 -1.67 1.24
H 1.59 -0.53 1.41
H 1.45 -1.46 0.10
```

Entry 3:
# C17H30CaF12O15P2

A molecular structure, C17H30CaF12O15P2 at a distorted geometry (ωB97M-V with the def2-TZVPD basis set, the Open Molecules 2025 dataset).

Its charge is 0. The HOMO energy is -10.9 eV. For the HOMO-LUMO gap, the calculation gives 11.00 eV.

Geometry as XYZ:
```
77
C17H30CaF12O15P2, DFT ωB97M-V with the def2-TZVPD basis set
Ca -0.65 0.92 0.18
P -1.92 3.81 -1.26
F -1.39 3.95 0.24
F -2.14 2.16 -0.99
F -3.45 4.02 -0.82
F -2.42 3.56 -2.78
F -1.73 5.37 -1.53
F -0.41 3.49 -1.70
P 0.58 1.31 3.21
F -0.22 0.17 2.33
F 1.92 0.94 2.35
F 0.17 2.37 2.04
F 1.33 2.46 4.00
F -0.77 1.61 4.02
F 1.02 0.20 4.27
C 2.15 -2.17 -4.89
C 0.81 -1.49 -4.89
C -0.40 -2.40 -4.64
O -1.15 -1.70 -3.65
C -0.38 -0.75 -3.09
O -0.69 -0.12 -2.13
O 0.76 -0.58 -3.77
H 2.26 -2.90 -5.69
H 2.30 -2.66 -3.91
H 2.94 -1.43 -4.97
H 0.66 -0.89 -5.79
H -0.10 -3.38 -4.28
H -1.01 -2.45 -5.53
C 4.82 -3.49 0.07
C 3.40 -3.29 0.56
C 3.27 -2.66 1.93
O 2.04 -1.93 1.82
C 1.82 -1.67 0.53
O 0.97 -0.95 0.11
O 2.68 -2.34 -0.26
H 5.46 -2.68 0.40
H 4.84 -3.65 -1.00
H 5.21 -4.41 0.51
H 2.87 -4.25 0.47
H 4.05 -1.93 2.15
H 3.23 -3.35 2.77
C -4.00 -0.27 -1.20
O -4.12 -1.50 -0.47
C -3.13 -1.79 0.35
O -2.06 -1.23 0.42
O -3.48 -2.83 1.10
C -2.67 -3.04 2.23
H -3.16 -0.33 -1.90
H -3.80 0.53 -0.49
H -4.93 -0.07 -1.71
H -1.66 -3.41 2.03
H -3.19 -3.77 2.85
H -2.62 -2.14 2.84
C -4.72 0.23 4.12
O -3.89 0.21 2.96
C -3.31 1.32 2.54
O -2.52 1.31 1.62
O -3.64 2.39 3.24
C -3.19 3.65 2.73
H -4.10 0.40 5.00
H -5.21 -0.74 4.16
H -5.50 0.98 4.06
H -3.60 4.41 3.38
H -3.59 3.84 1.73
H -2.11 3.69 2.70
C 4.19 0.44 -2.27
O 2.86 0.55 -1.77
C 2.55 1.54 -0.94
O 1.41 1.83 -0.67
O 3.61 2.16 -0.45
C 3.37 3.22 0.48
H 4.22 -0.50 -2.83
H 4.94 0.39 -1.49
H 4.37 1.26 -2.96
H 2.54 2.98 1.14
H 3.13 4.15 -0.03
H 4.26 3.34 1.08
```

Entry 4:
# C7H6IO2S

A molecular structure, C7H6IO2S at a distorted geometry (ωB97M-V with the def2-TZVPD basis set, the Open Molecules 2025 dataset).

Its charge is -1. The HOMO energy (alpha / beta) is -4.1 / -4.1 eV. For the HOMO-LUMO gap (alpha / beta), the calculation gives 6.86 / 6.86 eV.

Geometry as XYZ:
```
17
C7H6IO2S, DFT ωB97M-V with the def2-TZVPD basis set
C -1.72 0.46 -0.46
C -1.40 -0.15 0.79
C -0.78 0.61 -1.39
C -0.07 -0.45 1.08
C 0.58 0.31 -1.11
C 0.90 -0.10 0.17
C 3.29 -0.37 0.68
O 3.20 -2.88 0.07
O 4.95 -1.97 1.57
S 4.32 -1.94 0.24
I 4.27 1.27 -0.34
H -2.77 0.66 -0.53
H -2.20 -0.43 1.42
H -0.96 0.88 -2.44
H 0.28 -0.93 2.09
H 1.41 0.62 -1.77
H 3.39 -0.39 1.73
```

Computed values of molecular weight (unit: g/mol) for the preceding records, in sequence: 409.56; 56.09; 804.41; 281.09.
Computed values of ΔE to the lowest compared entry with this formula, charge and spin (unit: eV) for the preceding records, in sequence: 0.000; 11.675; 0.236; 3.254.